The following is a DFT calculation (the ωB97M-V functional and the def2-TZVPD basis) of a structure of composition C45H46AsCl4F2GeHfN3O4.

Computed properties:
* HOMO: -12.47 eV
* energy above the lowest of the compared OMol25 structures with the same formula, charge and spin: 418.3 kJ/mol
* maximum force: 0.0230 hartree/bohr
* net charge: +2
* LUMO: -7.3 eV
* multiplicity: 1
* HOMO-LUMO gap: 0.1884 hartree

```
107
Properties=species:S:1:pos:R:3:forces:R:3
Hf -1.326617 0.321129 -0.428469 -0.445 -1.053 -0.309
Cl -3.142682 6.496050 -2.524082 -0.003 0.012 0.003
C -2.893272 5.100755 -1.561430 0.061 -0.075 -0.038
C -3.509125 4.977741 -0.317273 0.006 -0.064 0.067
Cl -4.530621 6.225041 0.265740 -0.002 -0.002 0.002
C -3.303632 3.830608 0.460828 0.082 0.131 -0.031
Cl -4.087081 3.618383 1.974630 -0.009 -0.020 -0.006
C -2.465171 2.826257 0.005443 -0.120 0.121 -0.070
O -2.253075 1.677489 0.695598 0.243 0.146 -0.541
C -1.864372 2.940755 -1.261482 -0.041 0.225 -0.228
O -1.141867 1.878802 -1.727037 -0.550 -0.204 0.385
C -2.075733 4.068823 -2.036195 -0.067 0.042 0.111
Cl -1.344186 4.135785 -3.595046 -0.002 -0.016 0.019
F -0.533844 -3.866948 3.749839 -0.021 -0.061 0.016
C -1.740355 -4.138071 3.263254 0.038 0.022 -0.099
C -1.739357 -2.676857 1.471807 0.241 0.106 -0.263
C -2.307668 -1.598341 0.706830 -0.129 0.355 0.375
C -3.658037 -1.472682 0.755290 -0.225 0.181 -0.280
C -4.437495 -2.432499 1.551411 0.143 -0.175 0.194
F -5.727345 -2.592117 1.249090 -0.083 -0.035 0.004
C -3.894484 -3.099789 2.562378 0.082 0.209 -0.189
C -4.369006 -0.412167 -0.012321 -0.056 -0.234 0.074
C -5.645948 0.024012 0.308564 0.106 0.051 -0.115
C -6.237735 1.010505 -0.469951 0.045 -0.021 -0.007
C -5.555427 1.510245 -1.563043 0.117 -0.038 -0.022
C -4.271019 1.044730 -1.802291 -0.078 0.111 -0.075
N -3.681530 0.118616 -1.047811 0.288 0.018 0.293
H -0.336090 -2.855982 -0.001864 -0.045 -0.025 0.061
H -4.486732 -3.725986 3.211024 -0.041 -0.016 0.087
H -6.169901 -0.385415 1.156436 -0.015 0.004 0.014
H -7.225094 1.373536 -0.223520 -0.039 0.019 0.008
H -5.982515 2.262413 -2.209299 -0.033 0.016 -0.011
H -3.680072 1.437259 -2.621128 -0.023 0.022 -0.003
C -2.197835 -3.502291 -2.800521 -0.005 -0.069 0.043
N -2.101760 -2.329953 -3.655403 0.129 0.220 -0.036
C -1.574142 -1.187420 -3.217891 -0.196 0.080 -0.141
N -1.514239 -0.112938 -4.011562 -0.020 -0.031 -0.074
O -1.138046 -1.125102 -2.025822 0.202 0.341 0.208
H -2.647518 -4.303158 -3.379994 -0.006 -0.010 0.030
H -2.819058 -3.291863 -1.929137 0.034 -0.022 -0.011
H -1.207148 -3.817411 -2.473664 -0.039 -0.008 0.006
H -2.480925 -2.373702 -4.586112 0.040 0.001 -0.019
H -1.834599 -0.140334 -4.964772 0.013 0.037 0.009
H -1.181210 0.765420 -3.629682 -0.023 -0.048 0.006
O 0.654435 0.716080 0.135698 0.190 -0.734 0.155
As 0.917121 -0.139870 1.830182 0.372 0.188 0.216
C -0.688105 -3.385904 0.882090 0.075 -0.022 0.025
C -2.412785 -2.913909 2.822536 -0.253 -0.047 0.009
C -2.078161 -5.399010 2.919252 0.234 0.130 -0.001
C -1.053031 -6.286446 2.511661 -0.014 -0.051 0.041
C -0.018829 -5.817877 1.734762 -0.134 0.162 0.005
C 0.049075 -4.577508 1.059276 0.100 0.050 -0.021
C 0.069409 1.219519 2.917965 -0.093 -0.003 -0.203
C -0.255149 0.827366 4.210676 -0.063 0.023 0.162
C -0.797880 1.751060 5.097346 0.023 -0.141 -0.029
C -1.032985 3.049483 4.681464 -0.026 0.101 -0.059
C -0.723972 3.434917 3.382382 -0.008 0.027 0.051
C -0.172127 2.524243 2.499655 0.115 -0.022 0.032
C 2.745952 0.354350 2.198865 0.025 0.144 -0.028
C 3.201061 1.666758 2.061819 -0.018 -0.127 0.079
C 4.508537 1.978654 2.389929 -0.006 -0.013 -0.031
C 5.355620 0.992271 2.885725 0.021 0.086 -0.012
C 4.899312 -0.303480 3.047726 -0.090 -0.067 -0.037
C 3.593154 -0.628433 2.694950 0.110 -0.083 -0.066
H -2.228701 -2.049799 3.475871 0.033 -0.076 0.004
H -3.119923 -5.663733 2.809016 -0.106 -0.015 0.006
H -1.137570 -7.352621 2.682121 -0.012 -0.041 -0.022
H 0.764420 -6.512212 1.465633 0.024 -0.063 0.012
H 0.896477 -4.575035 0.377197 -0.004 0.002 0.032
H -0.073812 -0.187537 4.557775 0.016 0.020 -0.083
H -1.038001 1.450604 6.107917 -0.002 -0.004 0.018
H -1.465687 3.765924 5.365579 -0.001 0.020 0.025
H -0.919671 4.448014 3.057845 -0.006 0.023 -0.006
H 0.044952 2.828578 1.483131 0.075 0.007 0.003
H 2.534476 2.446102 1.720041 -0.081 0.039 0.022
H 4.865943 2.993274 2.278805 0.005 0.022 0.003
H 6.371204 1.245949 3.154754 0.040 -0.008 0.007
H 5.558833 -1.065212 3.438424 0.011 -0.036 0.024
H 3.260101 -1.656013 2.799624 -0.071 0.042 -0.005
C 6.029237 -1.967201 -0.593771 0.068 0.011 0.083
C 4.986243 -2.286539 -1.653166 -0.077 -0.011 -0.034
C 4.115457 -1.086104 -2.023895 -0.011 0.041 -0.064
C 3.308367 -0.566861 -0.827556 0.045 -0.093 -0.032
Ge 1.952384 0.728566 -1.331577 0.104 0.204 0.247
C 2.395707 2.613294 -1.443015 -0.033 0.028 -0.006
C 3.593971 2.990797 -2.329934 0.001 0.000 0.047
C 3.286804 3.077188 -3.820056 0.062 0.100 0.003
C 2.986405 1.746427 -4.487213 -0.053 -0.104 -0.063
H 6.712191 -2.801682 -0.445140 0.001 -0.045 -0.011
H 5.576907 -1.743192 0.373249 -0.037 0.015 0.027
H 6.628825 -1.103186 -0.883112 0.033 0.039 -0.037
H 4.336174 -3.094432 -1.302728 -0.008 -0.047 0.011
H 5.477474 -2.662426 -2.552390 0.004 0.044 -0.025
H 3.449645 -1.357459 -2.849043 -0.022 -0.037 0.008
H 4.756843 -0.286276 -2.403317 0.022 0.037 -0.022
H 3.967516 -0.129736 -0.079567 -0.004 0.022 0.000
H 2.796476 -1.410997 -0.346148 -0.010 0.060 0.013
H 1.070722 0.137234 -2.440315 -0.087 0.040 0.078
H 2.615224 2.896697 -0.412955 -0.024 -0.014 0.044
H 1.499725 3.166030 -1.738460 -0.010 -0.051 -0.035
H 4.425817 2.300183 -2.157791 0.027 -0.037 -0.022
H 3.952696 3.966364 -1.995929 -0.022 0.008 0.008
H 4.146721 3.532976 -4.314631 -0.002 -0.009 -0.017
H 2.452902 3.767163 -3.972229 -0.041 0.012 0.014
H 3.818787 1.049353 -4.378160 0.048 -0.037 0.030
H 2.811039 1.873965 -5.554537 0.020 0.015 -0.038
H 2.089567 1.268007 -4.085652 -0.031 0.029 0.021
```
Positions in Å, forces in eV/Å.